{"formula": "C3H14O4", "method": "ωB97M-V/def2-TZVPD", "species": ["C", "C", "C", "H", "H", "H", "H", "H", "H", "H", "H", "O", "H", "H", "O", "H", "H", "O", "H", "H", "O"], "coordinates": [[-2.30649, -0.54533, 0.74971], [-0.82693, -0.69282, 1.14987], [-0.16746, 0.20864, 1.88537], [-2.93873, -1.07228, 1.50940], [-2.67975, 0.44646, 0.73927], [-2.28584, -0.95990, -0.25277], [-0.26167, -1.50231, 0.56605], [0.95067, 0.20338, 1.91775], [-0.70256, 0.97369, 2.41517], [3.37945, 0.62539, 1.20711], [2.02383, 1.26233, 0.13832], [2.47493, 0.91328, 1.31837], [-0.95920, -0.01261, -1.91956], [-0.58970, -2.58475, -2.07991], [-0.78065, -1.68289, -1.62835], [1.83780, -1.03182, -0.98593], [1.96400, 2.41321, -0.96923], [1.61865, 1.56343, -0.77560], [1.60893, -0.60356, -1.56402], [-0.23349, 1.13568, -1.49021], [-1.12580, 0.94277, -1.93080]], "forces_ev_per_angstrom": [[1.10, -1.72, 1.36], [0.11, 0.50, -0.66], [0.82, -1.43, -0.42], [0.20, -0.18, -1.00], [0.10, 1.14, -0.17], [-1.08, -0.15, 0.02], [-0.76, 1.24, 1.13], [-0.91, 0.06, 0.25], [-0.29, 0.47, 0.02], [0.34, -0.10, 0.01], [0.34, -0.21, 1.00], [0.66, -0.14, 0.79], [-0.73, 0.31, -0.45], [-0.26, 1.95, 0.90], [0.41, -2.80, -1.07], [-0.12, -0.01, -0.30], [0.39, 1.15, -0.17], [-1.42, -0.47, -1.88], [0.15, -0.26, 0.29], [-1.08, 0.79, -0.42], [2.00, -0.14, 0.78]], "nbo_charge": [-0.6553, -0.2218, -0.3977, 0.1831, 0.2109, 0.2191, 0.1852, 0.2912, 0.1597, 0.4185, 0.4869, -1.2021, 0.4615, 0.4268, -0.4310, -0.0171, 0.4395, -1.0774, 0.0195, 0.5111, -1.0105], "lumo_energy_ev": [2.99, 0.40], "total_charge": -1, "relative_energy_kcal_mol": 75.9, "largest_force_ha_per_bohr": 0.0588, "spin_multiplicity": 2, "s_squared": 0.7536, "homo_lumo_gap_ev": [7.07, 4.47]}

{"formula": "C21H19BrN2O4", "method": "ωB97M-V/def2-TZVPD", "species": ["C", "H", "O", "C", "C", "C", "C", "C", "C", "N", "C", "H", "C", "N", "C", "O", "C", "C", "C", "C", "C", "C", "C", "C", "O", "C", "O", "H", "H", "Br", "H", "H", "C", "C", "H", "H", "H", "H", "H", "H", "H", "H", "H", "H", "H", "H", "H"], "coordinates": [[-4.92297, -3.46650, -0.51676], [-5.95091, -3.79807, -0.69889], [-4.84905, -2.68578, 0.65898], [-5.57926, -1.50475, 0.59463], [-6.73587, -1.43073, 1.35178], [-7.53511, -0.30195, 1.32561], [-7.17257, 0.75487, 0.51245], [-6.00708, 0.70167, -0.22922], [-5.16557, -0.41202, -0.19418], [-3.99672, -0.50318, -0.95302], [-2.77276, -0.90496, -0.29118], [-2.99400, -1.61668, 0.50215], [-2.03509, 0.30912, 0.30074], [-1.77479, 1.26645, -0.74640], [-0.56629, 1.65722, -1.18234], [-0.39298, 2.30515, -2.19964], [0.61604, 1.28822, -0.32970], [1.69307, 0.67425, -0.86522], [2.87072, 0.45895, -0.08056], [4.00886, -0.19275, -0.56478], [5.10101, -0.34827, 0.25849], [5.09912, 0.13144, 1.56682], [3.98440, 0.77617, 2.05534], [2.86638, 0.94308, 1.23816], [1.79529, 1.58105, 1.75488], [0.64638, 1.80032, 1.04477], [-0.25077, 2.38859, 1.59005], [3.95672, 1.15928, 3.06244], [5.96931, -0.00256, 2.19006], [6.64807, -1.23753, -0.39690], [4.01981, -0.56407, -1.57797], [1.67644, 0.34044, -1.89292], [-2.96770, 1.69459, -1.44664], [-3.71592, 0.46832, -1.98734], [-4.64095, 0.76484, -2.48114], [-3.07822, -0.02685, -2.72941], [-2.66076, 2.35263, -2.26106], [-3.59663, 2.24938, -0.74293], [-1.10130, -0.02098, 0.75485], [-2.65433, 0.78036, 1.07220], [-2.12588, -1.38743, -1.03387], [-5.75011, 1.55450, -0.83694], [-7.79103, 1.63854, 0.46085], [-8.43506, -0.25860, 1.91876], [-7.00216, -2.28693, 1.95291], [-4.28715, -4.33350, -0.34578], [-4.56678, -2.91297, -1.39026]], "forces_ev_per_angstrom": [[-0.03, -0.21, -0.30], [0.05, 0.01, 0.03], [-0.20, 0.56, 0.25], [-0.03, -0.18, 0.07], [0.17, -0.05, -0.02], [-0.05, 0.04, -0.02], [-0.11, 0.01, 0.06], [0.08, 0.00, -0.04], [-0.13, -0.18, 0.08], [0.01, -0.22, -0.21], [0.31, 0.12, 0.45], [0.06, 0.03, -0.12], [-0.05, -0.45, 0.11], [-0.24, -0.01, -0.07], [0.13, -0.04, 0.12], [0.15, 0.10, -0.23], [0.48, -0.05, -0.26], [-0.62, 0.27, 0.25], [0.15, 0.14, 0.61], [0.04, 0.06, 0.20], [0.15, -0.12, -0.12], [-0.05, -0.04, -0.18], [-0.35, 0.12, -0.09], [0.64, -0.47, -0.54], [-0.02, 0.12, 0.28], [-0.45, 0.16, 0.08], [0.32, -0.17, -0.17], [0.00, 0.05, 0.12], [0.05, -0.01, 0.04], [-0.14, 0.08, 0.05], [0.02, -0.04, -0.08], [-0.05, 0.03, -0.13], [-0.16, 0.06, -0.39], [0.02, 0.28, -0.01], [0.04, -0.01, -0.03], [-0.05, 0.09, 0.00], [-0.09, -0.05, 0.12], [0.01, 0.00, -0.04], [-0.10, 0.03, 0.01], [0.08, -0.05, 0.01], [0.02, -0.01, 0.07], [0.08, 0.06, -0.05], [-0.04, 0.08, 0.00], [-0.08, 0.00, 0.05], [0.00, -0.11, 0.05], [-0.03, -0.01, -0.06], [0.00, -0.03, 0.04]], "nbo_charge": [-0.2503, 0.1754, -0.5344, 0.2478, -0.2305, -0.2323, -0.2190, -0.2088, 0.1032, -0.4449, -0.2224, 0.2406, -0.2258, -0.4219, 0.6712, -0.6177, -0.2351, -0.0622, -0.1703, -0.1821, -0.0960, -0.2024, -0.2542, 0.3958, -0.4649, 0.7451, -0.5538, 0.2377, 0.2363, 0.0638, 0.2326, 0.2336, -0.2455, -0.2215, 0.2160, 0.2031, 0.2512, 0.1979, 0.2154, 0.2104, 0.1891, 0.2015, 0.2132, 0.2151, 0.2241, 0.1916, 0.1843], "lumo_energy_ev": -0.56, "relative_energy_kcal_mol": 0.0, "largest_force_ha_per_bohr": 0.0186, "spin_multiplicity": 1, "smiles": "COc1ccccc1N1CCN(C(=O)c2cc3cc(Br)ccc3oc2=O)CC1", "homo_lumo_gap_ev": 7.33}

{"formula": "C19H29N2O3PS3Sn", "method": "ωB97M-V/def2-TZVPD", "species": ["Sn", "C", "C", "O", "P", "S", "S", "O", "C", "C", "H", "H", "H", "H", "H", "H", "H", "H", "H", "H", "O", "N", "C", "C", "C", "C", "C", "S", "H", "H", "H", "H", "C", "C", "C", "C", "C", "H", "H", "H", "H", "H", "H", "H", "H", "H", "H", "C", "C", "C", "N", "C", "C", "H", "H", "H", "H", "H"], "coordinates": [[-0.29007, 0.14115, -0.14363], [5.64869, -0.01525, 5.00698], [5.04664, -0.07831, 3.61358], [3.63375, -0.02381, 3.72647], [2.70187, -0.73437, 2.55120], [0.87203, -0.19948, 3.06060], [3.60308, -0.54385, 0.82003], [2.93519, -2.32686, 2.93296], [2.23908, -2.92174, 4.02187], [1.10918, -3.80213, 3.51588], [6.73722, -0.08727, 4.94578], [5.27142, -0.83664, 5.61852], [5.38038, 0.92509, 5.49208], [5.35352, -0.99466, 3.10357], [5.39457, 0.76395, 3.00796], [1.83962, -2.14553, 4.67925], [2.97247, -3.51619, 4.58092], [0.36588, -3.17849, 3.01810], [0.64058, -4.33150, 4.34993], [1.49429, -4.52208, 2.79217], [-0.09852, 0.64738, -2.58627], [0.54130, 1.67466, -3.08246], [0.90425, 1.59186, -4.38314], [1.55912, 2.60125, -5.04171], [1.85854, 3.77312, -4.34633], [1.49327, 3.85724, -3.02302], [0.83163, 2.80782, -2.34710], [0.39856, 2.96863, -0.71806], [0.62703, 0.66267, -4.85623], [1.83321, 2.46715, -6.07947], [2.36855, 4.59458, -4.83454], [1.69532, 4.74165, -2.43836], [-4.75251, 0.81975, 0.84518], [-3.28666, 1.28862, 0.87844], [-3.25146, 2.73051, 0.32762], [-2.81660, 1.32364, 2.33540], [-2.42256, 0.35184, 0.05096], [-5.40078, 1.48960, 1.43191], [-4.83336, -0.18964, 1.25406], [-5.11832, 0.80042, -0.18485], [-3.88139, 3.41701, 0.91899], [-3.60119, 2.74624, -0.70736], [-2.22744, 3.09762, 0.33808], [-3.39368, 2.05149, 2.92215], [-1.75913, 1.59714, 2.37361], [-2.92128, 0.33795, 2.79337], [-2.88430, 0.20787, -0.94162], [-0.11243, -5.30360, -0.15270], [1.01762, -4.52804, -0.38094], [0.86587, -3.18860, -0.68976], [-0.32205, -2.58812, -0.77589], [-1.40350, -3.32896, -0.53011], [-1.35288, -4.67709, -0.22962], [-0.03027, -6.35760, 0.08235], [2.00782, -4.96123, -0.31400], [1.72328, -2.55329, -0.88750], [-2.34543, -2.79077, -0.59054], [-2.26436, -5.23692, -0.05856]], "forces_ev_per_angstrom": [[-1.09, 0.37, 0.35], [-0.15, 0.03, -0.10], [0.01, -0.07, 0.06], [-0.04, -0.06, -0.13], [0.34, -0.18, 0.63], [0.19, 0.04, -0.23], [-0.23, 0.09, -0.02], [-0.10, 0.05, -0.07], [-0.02, 0.03, 0.04], [0.13, 0.17, -0.05], [0.02, 0.02, 0.04], [0.02, 0.00, 0.01], [0.02, -0.02, 0.04], [0.01, 0.00, 0.00], [-0.01, -0.04, -0.04], [0.02, -0.04, 0.03], [0.00, 0.03, -0.03], [-0.03, -0.03, 0.01], [-0.03, -0.03, -0.02], [-0.02, -0.07, 0.02], [-0.07, 0.12, 0.08], [0.11, 0.01, -0.31], [0.09, 0.12, -0.08], [0.02, -0.07, -0.18], [-0.08, 0.01, 0.35], [0.15, -0.02, -0.60], [-0.20, 0.08, 0.53], [0.11, 0.17, -0.14], [-0.03, -0.05, 0.10], [-0.04, -0.03, 0.00], [0.01, 0.01, 0.01], [0.02, 0.00, 0.03], [0.00, 0.07, 0.19], [0.18, -0.15, -0.14], [-0.11, 0.01, 0.18], [-0.05, 0.02, -0.08], [0.72, -0.44, -0.29], [-0.03, 0.00, -0.03], [0.03, -0.02, -0.02], [0.00, 0.00, -0.02], [-0.01, -0.01, -0.01], [0.03, -0.01, -0.03], [0.03, 0.07, -0.05], [0.04, 0.01, 0.03], [0.00, 0.04, 0.08], [0.03, -0.02, -0.03], [0.11, 0.00, -0.06], [-0.07, 0.47, -0.08], [0.01, -0.47, 0.09], [-0.09, 0.42, -0.21], [-0.09, -0.70, -0.06], [-0.10, 0.40, -0.22], [0.18, -0.47, 0.09], [0.01, -0.01, 0.03], [0.02, 0.06, -0.01], [0.04, 0.03, 0.16], [0.00, 0.03, 0.12], [-0.03, 0.07, 0.02]], "nbo_charge": [1.1075, -0.6182, -0.0618, -0.8402, 1.5909, -0.6692, -0.6970, -0.8488, -0.0643, -0.6332, 0.1864, 0.2007, 0.1994, 0.1843, 0.1735, 0.1985, 0.1482, 0.2439, 0.1835, 0.1964, -0.6273, 0.0238, 0.0126, -0.3203, -0.2218, -0.2406, 0.0116, -0.2807, 0.2142, 0.2001, 0.1947, 0.2213, -0.6052, -0.1050, -0.6147, -0.5994, -1.3085, 0.1618, 0.1995, 0.1887, 0.1549, 0.1913, 0.2223, 0.1653, 0.2136, 0.2045, 0.1627, -0.1900, -0.2728, 0.0533, -0.4158, 0.0403, -0.2701, 0.1958, 0.2092, 0.2288, 0.2223, 0.1993], "lumo_energy_ev": 4.74, "total_charge": -2, "relative_energy_kcal_mol": 3.4, "largest_force_ha_per_bohr": 0.0234, "spin_multiplicity": 1, "homo_lumo_gap_ev": 3.94}

> Number 2 is which compound?

C21H19BrN2O4